52
Properties=species:S:1:pos:R:3:forces:R:3:nbo_charge:R:1 method="wB97M-V/def2-TZVPD" homo_lumo_gap_ev=9.55 largest_force_ev_per_a=1.457 e_above_lowest_kcal_mol=8.67 lumo_energy_ev=0.45 homo_ev=-9.10 total_energy_ha=-1586.17062
C 2.863 3.899 0.468 -0.06 -0.09 -0.20 -0.619
H 2.918 4.962 0.253 -0.01 0.13 0.03 0.220
H 3.766 3.602 0.996 0.09 -0.01 0.05 0.213
H 2.005 3.719 1.113 -0.05 0.04 0.10 0.211
C 2.730 3.120 -0.835 0.25 0.46 0.04 -0.219
N 2.710 1.686 -0.580 0.01 0.20 -0.09 -0.475
C 3.699 0.913 -1.118 0.05 -0.03 -0.31 0.654
O 4.562 1.379 -1.836 0.12 -0.10 -0.08 -0.598
C 3.653 -0.549 -0.823 0.24 -0.33 -0.04 -0.077
C 3.637 -1.041 0.475 0.28 0.22 -0.02 -0.248
C 3.682 -2.395 0.734 0.04 0.07 0.29 -0.212
C 3.736 -3.289 -0.321 -0.01 0.07 -0.07 -0.189
C 3.763 -2.816 -1.624 -0.02 -0.06 -0.04 -0.212
C 3.735 -1.455 -1.875 -0.05 0.17 0.09 -0.174
H 3.775 -1.078 -2.886 0.03 0.04 -0.09 0.229
H 3.817 -3.510 -2.449 0.00 -0.05 -0.07 0.219
H 3.768 -4.351 -0.128 0.00 -0.08 0.02 0.220
H 3.674 -2.724 1.763 0.01 -0.06 0.10 0.247
S 3.557 0.139 1.856 -0.77 -0.09 -1.24 1.322
O 3.469 -0.657 3.078 0.08 -0.49 1.02 -0.963
C 1.843 0.474 1.346 0.23 0.43 0.03 -0.271
C 0.794 0.020 2.119 0.19 -0.08 0.13 -0.204
C -0.507 0.270 1.725 0.00 0.08 -0.21 -0.190
C -0.746 0.963 0.544 0.11 0.20 0.21 -0.096
C 0.315 1.429 -0.221 0.09 -0.09 0.08 -0.228
C 1.628 1.187 0.172 -0.53 -0.29 0.32 0.231
H 0.113 1.976 -1.129 0.01 0.08 -0.11 0.227
C -2.153 1.309 0.139 0.26 -0.13 -0.10 0.668
O -2.648 2.373 0.460 -0.12 0.26 0.17 -0.613
N -2.803 0.389 -0.603 -0.10 0.09 -0.18 -0.439
C -2.252 -0.886 -0.994 0.31 -0.57 0.14 -0.209
H -2.572 -1.088 -2.021 0.07 0.05 0.05 0.195
C -2.694 -2.041 -0.090 -0.11 0.11 -0.34 -0.402
H -2.218 -1.934 0.886 0.05 -0.03 0.04 0.199
H -2.331 -2.970 -0.535 0.08 -0.03 0.02 0.211
C -4.209 -2.125 0.103 0.18 0.00 0.29 -0.408
C -4.766 -0.961 0.929 -0.21 0.00 -0.20 -0.399
C -5.185 0.262 0.109 0.17 0.01 0.07 -0.409
H -6.147 0.074 -0.372 -0.06 0.03 0.01 0.203
C -4.177 0.653 -0.980 -0.36 0.29 0.09 -0.222
H -4.267 1.724 -1.181 -0.02 -0.15 -0.08 0.236
H -4.379 0.106 -1.903 0.07 0.02 0.04 0.193
H -5.311 1.101 0.794 -0.08 0.05 -0.05 0.221
H -5.640 -1.300 1.489 0.04 0.03 0.08 0.214
H -4.015 -0.660 1.662 0.00 -0.01 0.10 0.194
H -4.709 -2.170 -0.866 -0.08 -0.09 -0.09 0.195
H -4.424 -3.060 0.624 -0.05 -0.02 -0.08 0.214
H -1.160 -0.822 -0.987 -0.14 -0.03 -0.11 0.221
H -1.334 -0.058 2.336 -0.09 -0.05 0.07 0.223
H 1.024 -0.514 3.029 0.01 -0.06 0.11 0.252
H 3.590 3.305 -1.482 -0.24 -0.02 0.05 0.250
H 1.821 3.419 -1.361 0.08 -0.06 -0.04 0.193

39
Properties=species:S:1:pos:R:3:forces:R:3:nbo_charge:R:1 method="wB97M-V/def2-TZVPD" homo_lumo_gap_ev=9.73 total_charge=+1 largest_force_ev_per_a=0.814 lumo_energy_ev=-3.31 homo_ev=-13.04 total_energy_ha=-863.06441
O 2.384 -1.355 2.614 -0.66 0.33 0.15 -0.488
C 1.523 -0.579 2.917 0.68 -0.39 -0.21 0.777
O 1.396 -0.092 4.193 -0.32 0.01 -0.08 -0.717
C 0.595 0.066 1.898 -0.12 0.04 -0.03 -0.545
C -0.896 -0.168 2.159 0.27 0.72 0.06 -0.031
C -1.838 0.893 1.588 -0.23 -0.54 -0.10 -0.414
C -3.232 0.702 2.202 0.16 0.18 0.31 -0.407
C -3.598 -0.781 2.452 -0.26 -0.01 -0.17 -0.442
C -2.760 -1.853 1.738 -0.14 -0.25 0.15 -0.224
N -1.310 -1.453 1.502 -0.04 -0.11 0.05 -0.505
H 0.732 -0.561 4.715 0.22 0.01 0.04 0.500
H 0.881 -0.304 0.908 0.01 0.17 0.03 0.246
H 0.781 1.144 1.930 0.00 -0.15 -0.01 0.275
H -1.078 -0.247 3.236 -0.04 -0.22 -0.09 0.218
H -1.892 0.737 0.500 0.16 0.29 0.06 0.206
H -1.455 1.894 1.781 -0.01 -0.08 -0.07 0.253
H -3.994 1.210 1.607 0.13 -0.13 -0.03 0.239
H -3.228 1.202 3.177 -0.09 -0.04 -0.16 0.227
H -3.594 -0.992 3.523 0.10 0.05 -0.12 0.228
H -4.628 -0.950 2.122 0.14 -0.04 0.15 0.256
H -3.167 -2.133 0.766 0.08 0.16 0.07 0.231
H -2.741 -2.758 2.349 0.03 0.11 -0.14 0.236
H -0.671 -2.209 1.757 -0.09 -0.04 0.06 0.442
H -1.176 -1.306 0.500 0.07 -0.03 0.02 0.436
C 3.908 -0.643 -2.440 -0.09 -0.03 -0.08 -0.638
C 3.829 0.847 -2.690 0.17 -0.02 0.17 -0.070
O 3.067 1.151 -3.870 -0.04 -0.03 -0.03 -0.483
C 1.748 1.119 -3.739 0.09 0.10 -0.08 0.991
O 1.137 0.899 -2.719 -0.12 -0.10 0.15 -0.687
O 1.207 1.388 -4.921 0.00 -0.01 0.00 -0.483
C -0.222 1.385 -4.953 -0.08 0.02 -0.05 -0.255
H 4.303 -1.155 -3.317 0.04 0.01 0.02 0.222
H 4.568 -0.843 -1.596 0.02 0.01 0.00 0.223
H 2.924 -1.056 -2.216 0.00 0.02 0.02 0.210
H 4.817 1.255 -2.893 -0.02 0.02 -0.06 0.201
H 3.405 1.380 -1.840 -0.06 -0.02 -0.02 0.188
H -0.627 2.054 -4.198 0.01 -0.01 0.03 0.191
H -0.601 0.376 -4.798 0.00 0.01 0.04 0.184
H -0.497 1.733 -5.944 0.04 -0.01 -0.01 0.207

71
Properties=species:S:1:pos:R:3:forces:R:3:mulliken_charge:R:1 method="wB97M-V/def2-TZVPD" homo_lumo_gap_ev="5.60 / 5.57" total_charge=-1 largest_force_ev_per_a=1.448 e_above_lowest_kcal_mol=51.81 lumo_energy_ev="1.89 / 1.89" homo_ev="-3.71 / -3.68" total_energy_ha=-7505.55288
Pt 0.679 2.832 0.939 0.70 0.81 0.15 0.945
Te 1.131 -1.600 0.370 -0.08 -0.24 -0.07 0.149
C 0.647 -2.963 -1.185 0.10 0.02 -0.12 0.151
C 0.781 -2.592 -2.519 -0.07 -0.02 0.06 0.006
C 0.442 -3.501 -3.507 0.00 0.05 -0.05 -0.354
N -0.008 -4.733 -3.267 -0.02 -0.01 -0.05 -0.693
C -0.131 -5.078 -1.990 -0.02 -0.06 0.08 -0.371
C 0.180 -4.244 -0.925 0.05 0.01 0.03 -0.386
C -0.035 -0.008 -0.261 0.69 0.38 0.14 -0.911
P 0.789 1.476 -0.789 -1.44 0.07 -0.17 0.675
C -0.295 2.258 -2.055 0.03 0.03 -0.11 -0.625
C 0.034 3.529 -2.523 0.00 0.05 0.04 -0.049
C -0.740 4.149 -3.488 -0.03 -0.02 -0.01 -0.710
C -1.872 3.512 -3.987 0.02 0.03 -0.01 -0.458
C -2.207 2.251 -3.527 0.02 -0.03 -0.02 -0.687
C -1.413 1.621 -2.574 0.04 -0.01 -0.03 0.214
C 2.209 1.041 -1.863 0.29 -0.04 0.16 0.461
C 2.062 0.973 -3.249 -0.06 -0.10 0.03 -0.592
C 3.109 0.545 -4.054 -0.05 0.02 -0.04 -0.596
C 4.321 0.180 -3.492 0.08 -0.03 0.03 -0.521
C 4.493 0.270 -2.118 -0.01 0.02 -0.04 -0.768
C 3.448 0.706 -1.319 0.00 0.05 0.02 0.116
P -1.551 0.447 0.576 -0.47 -0.36 -0.08 0.409
C -1.396 0.349 2.416 0.07 0.03 0.07 0.627
C -1.688 1.518 3.120 -0.01 -0.01 -0.01 -0.461
C -1.626 1.551 4.509 0.01 0.05 -0.02 -0.584
C -1.289 0.409 5.216 0.01 -0.07 0.02 -0.442
C -1.023 -0.771 4.530 -0.03 0.01 0.04 -0.812
C -1.076 -0.799 3.145 -0.01 -0.06 -0.09 -0.166
C -2.566 -1.075 0.297 0.05 0.03 -0.05 0.691
C -3.501 -1.543 1.219 -0.08 0.04 0.07 -0.554
C -4.318 -2.627 0.930 -0.03 -0.01 0.00 -0.704
C -4.227 -3.269 -0.297 -0.01 0.00 0.00 -0.599
C -3.316 -2.804 -1.235 -0.03 -0.04 -0.03 -0.867
C -2.503 -1.721 -0.940 0.13 -0.03 0.03 -0.433
H 1.130 -1.604 -2.786 0.03 0.04 -0.01 0.236
H 0.540 -3.223 -4.552 -0.01 -0.01 -0.01 0.385
H -0.515 -6.075 -1.797 0.01 -0.01 -0.02 0.367
H 0.032 -4.589 0.090 -0.02 0.00 0.02 0.358
H 0.889 4.050 -2.107 -0.02 -0.01 0.03 0.454
H -0.475 5.139 -3.835 0.00 0.01 0.00 0.396
H -2.491 4.006 -4.726 0.00 0.00 0.00 0.364
H -3.088 1.748 -3.906 -0.01 0.00 0.01 0.433
H -1.669 0.629 -2.231 -0.01 0.00 0.01 0.318
H 1.121 1.243 -3.708 0.01 -0.01 0.01 0.301
H 2.972 0.498 -5.127 -0.01 -0.01 0.01 0.404
H 5.132 -0.167 -4.121 0.00 0.02 0.00 0.377
H 5.438 0.000 -1.665 0.01 0.00 0.00 0.422
H 3.609 0.788 -0.256 -0.02 0.03 0.01 0.158
H -1.975 2.406 2.568 0.11 0.04 -0.02 0.321
H -1.841 2.476 5.030 -0.01 0.00 0.01 0.419
H -1.239 0.432 6.299 -0.02 0.00 0.00 0.380
H -0.785 -1.678 5.075 0.01 0.01 0.02 0.417
H -0.894 -1.731 2.622 0.00 0.06 0.03 0.411
H -3.598 -1.059 2.184 0.02 0.00 -0.01 0.415
H -5.028 -2.971 1.672 0.00 -0.01 0.00 0.387
H -4.856 -4.122 -0.518 -0.01 0.00 -0.01 0.369
H -3.226 -3.292 -2.199 0.01 -0.01 0.00 0.402
H -1.771 -1.391 -1.667 0.01 -0.02 0.00 0.305
Se -0.538 4.786 0.869 0.19 -0.53 -0.18 -0.723
Br 1.950 4.441 4.166 -0.03 -0.01 -0.03 -0.099
C 2.153 2.582 3.881 -0.02 -0.04 0.08 -0.001
C 1.964 1.727 4.956 0.02 0.03 -0.06 -0.325
C 2.172 0.377 4.747 0.02 -0.07 -0.01 -0.256
C 2.588 -0.061 3.499 -0.02 0.02 0.04 -0.594
C 2.739 0.881 2.499 -0.06 0.04 0.08 0.299
N 2.498 2.186 2.669 0.04 -0.07 0.02 -0.665
H 1.656 2.118 5.914 0.00 0.01 0.01 0.433
H 2.013 -0.326 5.554 0.00 -0.01 0.01 0.415
H 2.776 -1.105 3.291 -0.02 -0.01 0.01 0.433
H 3.076 0.593 1.516 -0.06 -0.08 -0.03 0.184